Entry 1:
Computed, not measured: C9H31HgO9 as an isolated structure, with wB97M-V/def2-TZVPD.

Last column: Löwdin charge in e.
Positions of all 50 atoms, in Å:
Hg -1.08811 3.08490 -0.35577  1.40
O 0.49190 -0.36037 -3.94004  -0.13
O 0.80315 3.01711 0.92942  -0.21
O -0.36918 -2.58256 3.98064  -0.14
O -3.22112 2.74124 -1.16409  -0.20
O -0.51323 0.98235 -1.16482  -0.11
O -0.20347 0.35612 3.94059  -0.15
O -1.32021 1.08653 0.85471  -0.10
O 2.63772 3.56721 -2.51429  -0.13
O 1.81678 -5.34508 -1.41436  -0.10
C -3.42086 2.02801 -2.40471  -0.08
C -0.94185 -1.12417 -0.07276  0.03
C 2.67794 2.16709 -2.17756  -0.13
C 1.79102 4.08015 0.74295  -0.06
C -0.43506 -1.43749 -3.78761  -0.13
C 1.15737 -4.61669 -0.39611  -0.18
C -1.11246 0.51849 5.04222  -0.11
C 0.61226 -3.42287 3.35922  -0.15
C -0.92624 0.39206 -0.13436  -0.68
H -1.23052 -1.24849 -4.51116  0.08
H -3.15254 0.97064 -2.36860  0.09
H 1.68027 1.83847 -1.87905  0.04
H 2.36857 -4.68664 -1.85318  0.08
H 0.15028 -4.34750 3.01853  0.08
H -2.70527 2.50206 -3.07951  0.09
H -0.93678 1.50107 5.47893  0.08
H -4.05268 2.60548 -0.68566  0.12
H -0.86041 -1.46490 0.96083  0.09
H 2.96369 1.60154 -3.06639  0.09
H 1.80244 3.69687 -2.97205  0.07
H 3.42834 2.05417 -1.39834  0.08
H 0.10760 -2.36322 -3.98630  0.08
H 0.31304 0.25210 -3.22765  0.02
H 0.39240 -5.28767 -0.00218  0.09
H 1.11695 -2.88087 2.55740  0.06
H 0.56213 -3.74828 -0.71063  0.05
H 2.71280 3.64947 0.36190  0.09
H 1.41123 4.76311 -0.01233  0.08
H -2.12573 0.53817 4.63590  0.08
H 1.24051 2.16205 1.03622  0.11
H 1.82634 -4.25725 0.39100  0.07
H -1.85312 -1.59946 -0.42900  0.11
H 1.34150 -3.70048 4.12572  0.08
H -0.01306 -1.69061 3.87132  0.02
H -0.04235 -1.46383 -0.58215  0.07
H 1.91129 4.56279 1.70982  0.10
H -1.01173 -0.31417 5.72992  0.08
H -0.59068 0.59686 3.09606  0.04
H -0.75510 -1.49198 -2.74663  0.05
H -4.43577 2.11845 -2.78603  0.10

Its energy above the lowest of the compared OMol25 structures with the same formula, charge and spin is 0.000 eV. The value obtained for the gap between HOMO and LUMO is 5.3 eV. Its total charge is +1.

Entry 2:
Computed, not measured: a 6-piece molecular cluster, C9H31N9O6 overall, with wB97M-V/def2-TZVPD.

Last column: Löwdin charge in e.
Positions of all 55 atoms, in Å:
O -0.45301 -1.15828 -4.30137  0.01
O -0.67103 -4.26775 -2.91827  0.03
O 4.37008 -2.38600 -1.29697  0.01
O -0.86599 2.92259 3.69254  -0.20
O 2.33800 1.57842 1.15548  0.02
O -0.59323 0.00805 0.03144  -0.12
N 4.08553 0.94143 2.45147  0.14
N 4.05795 3.03455 1.55722  0.17
N 4.94273 -0.83262 0.24313  0.15
N -2.56304 -0.70671 -3.55703  0.16
N -2.52796 -4.07709 -4.14866  0.15
N -3.65862 1.36019 1.92948  0.02
N -2.71725 -4.33249 -1.86854  0.14
N 3.12040 -0.49641 -1.16170  0.17
N -1.63743 0.49078 -5.29085  0.15
C -0.40134 -1.25194 -0.54284  -0.18
C 4.15975 -1.29131 -0.78542  -0.67
C -1.90200 -4.23119 -2.95575  -0.71
C -1.70488 2.68279 2.57886  -0.21
C -1.80030 0.24597 3.18502  -0.05
C -2.64582 1.55860 2.98949  -0.39
C 3.39581 1.84747 1.71114  -0.68
C -1.47891 -0.47636 -4.34747  -0.67
C 0.35441 3.58487 3.47131  -0.10
H 1.11887 2.82677 3.28277  0.07
H 3.80131 3.73082 0.87899  0.11
H -1.70150 0.02737 4.25194  0.07
H -3.17094 1.70538 3.92967  0.13
H 3.62953 0.14911 2.87366  0.12
H 5.73250 -1.40086 0.48558  0.10
H -2.55946 0.85019 -5.45437  0.09
H -3.46036 -4.38794 -4.33737  0.10
H -1.14846 2.48694 1.66039  0.13
H -0.79392 0.60141 2.94779  0.05
H -3.39773 -0.17519 -3.69582  0.09
H -0.02844 0.15927 0.79198  0.05
H -0.08042 -1.96702 0.23286  0.09
H -4.40781 0.78025 2.28636  0.06
H -2.20043 -4.45558 -1.01000  0.10
H 4.82482 0.03732 0.73322  0.04
H 4.95121 3.24741 1.95934  0.09
H -2.35717 3.56087 2.48286  0.13
H 2.29214 -0.94010 -1.51423  0.08
H -3.49193 -3.68969 -1.85250  0.09
H -2.48718 -1.42626 -2.86581  0.07
H 0.61761 4.10024 4.39651  0.08
H 0.33448 4.34901 2.69063  0.09
H 4.96209 1.14743 2.89501  0.11
H -1.78768 -4.06576 -4.84025  0.12
H -3.23781 0.83354 1.17033  0.06
H 2.98516 0.36785 -0.66345  0.06
H -0.94861 0.60132 -6.00823  0.10
H 0.26479 -1.44166 -1.38836  0.07
H -2.09045 -0.64881 2.64589  0.07
H -1.36805 -1.71120 -0.78708  0.06

The value obtained for the gap between HOMO and LUMO is 9.3 eV. The structure (SMILES) is COC[C@H](C)N.NC(N)=O.NC(N)=O.NC(N)=O.NC(N)=O.CO.

Entry 3:
Computed, not measured: C9H32F3InN13O7 as an isolated structure, with wB97M-V/def2-TZVPD.

Last column: Löwdin charge in e.
Positions of all 65 atoms, in Å:
In 0.68035 1.53820 -1.50138  0.38
F 4.74847 4.26791 -0.30078  0.06
F 5.24563 2.65919 -1.90767  0.08
F 6.03270 2.53477 0.26081  0.03
O -6.47599 0.64017 -1.57273  0.01
O 11.10866 1.99150 1.94855  0.00
O -5.76546 -2.12083 0.42632  0.04
O -2.82557 -0.04488 -1.27402  -0.03
O -3.53841 0.36113 3.13570  0.03
O 3.81163 1.70161 1.22222  -0.08
O 3.86215 -1.84094 -3.01224  0.03
N 9.57099 1.95538 0.28408  0.15
N 1.45175 0.62605 -3.29521  -0.23
N -6.80872 -0.99184 2.08229  0.18
N -3.95204 -1.77497 3.75987  0.16
N -3.99636 -1.86226 -1.98077  0.16
N 4.01455 -3.80254 -1.89541  0.14
N 8.90662 2.15880 2.45796  0.15
N -6.67380 -3.27611 2.14862  0.15
N -7.16456 1.93887 0.15709  0.13
N -4.97381 1.29211 -0.00880  0.18
N 3.46460 -3.77233 -4.12054  0.14
N -2.48233 -0.48102 4.95194  0.14
N -2.28618 -1.01275 -3.24226  0.16
C 4.93693 2.90049 -0.56698  -0.40
C -3.33756 -0.56938 3.89747  -0.69
C -6.21504 1.24792 -0.54408  -0.72
C 9.93955 2.03249 1.58728  -0.70
C 3.78581 -3.05649 -3.00949  -0.69
C 2.28530 2.78932 -0.50078  -0.28
C -6.37570 -2.12612 1.48159  -0.70
C 3.63780 2.01420 -0.19112  -0.33
C -3.02786 -0.91755 -2.10863  -0.66
H -3.80318 -2.55199 4.37586  0.09
H 3.74621 1.02240 -0.73117  0.14
H 9.13469 2.21960 3.43467  0.10
H -4.22961 0.79225 -0.49720  0.06
H -2.30257 -1.23317 5.59013  0.09
H -1.55355 -0.32990 -3.37285  0.09
H 4.25399 -3.30689 -1.05374  0.11
H -6.36733 -4.13931 1.73341  0.11
H -2.00915 0.39609 5.08543  0.10
H 10.30514 1.86099 -0.39554  0.10
H -4.16187 -2.57943 -2.66082  0.09
H -4.59071 -1.87703 2.98919  0.06
H 7.94167 2.19412 2.17880  0.09
H 2.97217 1.90395 1.67380  0.08
H -6.97584 2.44606 1.00184  0.09
H -7.17480 -3.30426 3.01716  0.09
H 3.28762 -3.25367 -4.96377  0.11
H -8.10107 1.93038 -0.20830  0.09
H 1.95719 3.31107 0.45360  0.04
H 1.88793 1.33708 -3.89040  -0.08
H -4.74880 1.78812 0.83502  0.09
H 8.61636 1.98740 -0.02952  0.09
H -6.60558 -0.12074 1.61691  0.08
H -2.42627 -1.71558 -3.94241  0.09
H -0.59608 2.70451 -2.07778  -0.13
H 3.39579 -4.77238 -4.14043  0.09
H -4.57549 -1.83454 -1.15330  0.05
H -7.31107 -0.97563 2.95019  0.10
H 3.95656 -4.80322 -1.87133  0.09
H -0.15937 0.39370 -0.41136  -0.12
H 2.53638 3.62999 -1.23761  0.04
H 2.11654 -0.12009 -3.06740  -0.11

The value obtained for the gap between HOMO and LUMO is 6.1 eV. Its total charge is -1.

Entry 4:
Computed, not measured: C9H32HfN16O11 as an isolated structure, with wB97M-V/def2-TZVPD.

Last column: Löwdin charge in e.
Positions of all 69 atoms, in Å:
Hf -22.51619 -4.34083 -8.62626  2.29
O -27.64168 0.78729 -10.01091  0.08
O -23.89339 0.85932 -4.99510  0.03
O -24.22440 -3.49168 -9.94155  -0.16
O -29.09255 -5.83884 -5.33860  0.07
O -23.03073 -5.63055 -6.69564  -0.11
O -27.89140 -3.67464 -9.52207  0.04
O -24.12796 -2.56571 -8.32443  -0.05
O -21.76284 -2.88800 -6.87610  -0.09
O -23.53136 -2.02422 -12.91834  0.02
O -24.89249 -4.29233 -8.28090  -0.12
O -21.55853 -2.30502 -9.58816  -0.06
N -20.44079 -1.60691 -5.77290  0.24
N -22.58174 -1.97266 -5.11455  0.25
N -24.51848 -5.00799 -5.21765  0.21
N -27.27960 -0.86295 -8.63000  0.17
N -28.60692 -4.00405 -6.42244  0.20
N -29.29574 -0.27011 -8.97053  0.17
N -29.17666 -3.57435 -11.36444  0.21
N -24.84656 -2.99475 -14.48474  0.20
N -21.53091 -1.01992 -11.33446  0.25
N -22.99061 -6.32105 -4.47630  0.24
N -26.07860 1.21614 -4.95630  0.19
N -20.39507 -0.33067 -9.70603  0.19
N -27.41270 -5.76074 -6.55112  0.18
N -25.25509 0.00474 -6.47544  0.17
N -27.07883 -3.32773 -11.51731  0.19
N -24.25110 -4.05856 -12.69245  0.16
C -24.96093 -3.21118 -8.96345  -0.71
C -23.42618 -5.73619 -5.51283  -0.65
C -25.01664 0.62726 -5.39492  -0.82
C -21.19243 -1.30488 -10.17211  -0.71
C -28.09336 -3.53724 -10.70551  -0.77
C -21.58895 -2.18412 -5.91496  -0.72
C -28.02386 -0.09135 -9.28513  -0.81
C -24.17081 -2.96356 -13.38794  -0.75
C -28.39740 -5.18530 -6.06181  -0.92
H -27.43620 -6.76110 -6.41390  0.14
H -19.95726 -0.49100 -8.81009  0.11
H -24.44179 -0.33459 -6.96889  0.10
H -26.89506 -5.36366 -7.32215  0.08
H -20.29019 -0.94443 -5.02554  0.15
H -19.65775 -1.80479 -6.37934  0.14
H -26.27202 -0.91402 -8.67762  0.10
H -26.97177 0.77528 -5.12349  0.12
H -23.16088 -5.85772 -3.59516  0.15
H -24.72439 -4.87848 -4.23738  0.13
H -29.55231 -3.75670 -6.16718  0.14
H -24.04382 -3.97905 -11.70715  0.05
H -27.27809 -3.16771 -12.49445  0.11
H -23.52784 -2.27850 -5.29192  0.12
H -22.20822 -6.92628 -4.68042  0.15
H -26.15048 -3.31861 -11.11958  0.07
H -21.05461 -0.32642 -11.89330  0.16
H -24.91452 -4.48613 -5.98636  0.09
H -20.69555 0.60908 -9.92213  0.13
H -22.26914 -1.61416 -11.68374  0.08
H -27.76556 -1.62425 -8.17794  0.09
H -25.21704 -2.16806 -14.93131  0.14
H -26.14601 -0.40274 -6.72103  0.09
H -29.80277 -0.80034 -8.27636  0.11
H -29.94632 0.30245 -9.48922  0.12
H -29.93689 -3.98401 -10.84067  0.14
H -28.08931 -3.52069 -7.14254  0.08
H -22.43041 -1.32346 -4.35578  0.13
H -24.72150 -4.83042 -13.14305  0.12
H -25.94716 1.92097 -4.24493  0.13
H -29.10680 -3.65149 -12.36906  0.13
H -25.34210 -3.81491 -14.80395  0.12

Its energy above the lowest of the compared OMol25 structures with the same formula, charge and spin is 12.469 eV. The value obtained for the gap between HOMO and LUMO is 3.9 eV. Its total charge is +2.

Record order is preserved below.
Energy: -32426.785; -35533.602; -56887.691; -57505.245 eV
Record order is preserved below.
Strongest force on any atom: 1.6; 2.8; 2.7; 12.9 eV Å⁻¹